No. 1
Density functional theory data (the ωB97M-V functional and the def2-TZVPD basis) for C3H2KO3 as an isolated structure at a distorted geometry.

Positions of all 9 atoms, in Å:
1 O 2.087 -0.642 -0.045
2 C 0.855 -0.859 0.092
3 C -0.093 0.180 0.284
4 O 0.168 1.477 -0.103
5 K 2.685 1.755 -0.202
6 H 0.439 -1.865 -0.111
7 C -1.270 0.500 -0.465
8 O -2.460 0.129 0.005
9 H -2.410 -0.675 0.545

As for the expectation value of S²: 0.77. As for the HOMO-LUMO gap (alpha / beta): 6.3 / 6.0 eV. Its spin multiplicity is 2. Its total energy is -25605.6418 eV.

=====

No. 2
Density functional theory data (the ωB97M-V functional and the def2-TZVPD basis) for C3H2Li2LuO3 as an isolated structure at a distorted geometry.

Positions of all 11 atoms, in Å:
1 C -0.034 -0.114 0.159
2 C -0.804 -0.540 -0.801
3 O 0.667 0.218 1.041
4 H -0.719 -1.573 -1.139
5 H -1.460 0.189 -1.305
6 Lu 5.151 -0.418 3.082
7 Li 2.323 0.903 1.739
8 O -4.302 1.885 -1.464
9 C -3.474 1.659 -2.323
10 O -3.483 1.721 -3.572
11 Li -2.324 1.213 -4.852

Its net charge is +2. As for the expectation value of S²: 0.75. As for the HOMO-LUMO gap (alpha / beta): 1.7 / 3.3 eV. Its spin multiplicity is 2. Its total energy is -43296.0135 eV.

=====

No. 3
Density functional theory data (the ωB97M-V functional and the def2-TZVPD basis) for C3H2LiO3Tb as an isolated structure at a distorted geometry.

Positions of all 10 atoms, in Å:
1 O -1.528 -0.856 1.742
2 O -0.349 -0.262 -0.754
3 C 0.380 0.163 -1.809
4 C 0.162 -0.119 0.578
5 O 1.488 0.691 -1.541
6 C -0.836 0.246 1.466
7 Li -0.514 -0.167 -3.664
8 H -0.672 0.818 2.394
9 H -0.509 -1.513 1.124
10 Tb 2.376 0.999 0.463

Its net charge is +1. As for the expectation value of S²: 16.76. As for the HOMO-LUMO gap (alpha / beta): 4.9 / 7.9 eV. Its spin multiplicity is 8. Its total energy is -31911.3748 eV.